(1)
Entry from OMol25: 6 unconnected molecules or ions with the total composition C27H51F9N2O7 in a non-equilibrium geometry (the ωB97M-V functional and the def2-TZVPD basis).

Computed properties:
Maximum force: 6.45 eV/Å
Charge: 0
Gap between HOMO and LUMO: 8.30 eV

Element x y z (Å)
C (6.94, 6.19, -3.29)
C (5.60, 5.80, -2.66)
O (4.74, 5.13, -3.53)
C (3.68, 4.54, -3.06)
O (3.34, 4.60, -1.86)
C (2.80, 3.86, -4.04)
F (2.86, 4.37, -5.28)
F (3.27, 2.59, -4.03)
F (1.54, 3.77, -3.61)
H (7.02, 6.53, -4.32)
H (7.66, 5.37, -3.20)
H (7.42, 6.87, -2.58)
H (5.10, 6.73, -2.36)
H (5.91, 5.29, -1.75)
C (-0.98, -1.64, 5.06)
C (-1.06, -3.09, 4.55)
O (0.26, -3.78, 4.43)
C (0.88, -4.34, 5.50)
O (0.39, -4.48, 6.62)
C (2.36, -4.77, 5.17)
F (2.56, -6.03, 5.65)
F (2.57, -4.90, 3.83)
F (3.34, -3.95, 5.75)
H (-1.96, -1.16, 4.98)
H (-0.43, -1.18, 4.24)
H (-0.37, -1.36, 5.91)
H (-1.37, -2.75, 3.56)
H (-1.70, -3.68, 5.21)
C (-1.42, -1.31, -0.01)
C (-1.83, 0.08, 0.59)
O (-1.41, 1.19, -0.17)
C (-0.59, 2.13, 0.29)
O (-0.24, 2.19, 1.47)
C (0.01, 3.09, -0.74)
F (-1.01, 3.60, -1.52)
F (0.67, 4.05, -0.17)
F (0.84, 2.44, -1.51)
H (-1.68, -1.57, -1.03)
H (-1.80, -2.06, 0.67)
H (-0.33, -1.38, 0.04)
H (-1.47, 0.22, 1.61)
H (-2.91, -0.05, 0.72)
C (2.22, -0.03, -0.03)
C (2.66, -1.48, -0.21)
N (2.52, -2.39, 0.83)
C (3.36, -2.13, 1.97)
C (2.64, -1.23, 3.00)
C (2.41, -3.82, 0.48)
C (3.61, -4.48, -0.24)
H (1.95, 0.44, -0.98)
H (2.96, 0.56, 0.49)
H (1.41, 0.10, 0.69)
H (1.97, -1.92, -0.93)
H (3.67, -1.64, -0.61)
H (3.68, -3.06, 2.43)
H (4.31, -1.82, 1.52)
H (1.63, -1.53, 3.29)
H (3.15, -0.98, 3.93)
H (2.36, -0.28, 2.54)
H (1.71, -3.89, -0.35)
H (1.90, -4.39, 1.25)
H (4.22, -5.10, 0.41)
H (4.25, -3.74, -0.70)
H (3.18, -5.06, -1.06)
C (-5.72, -0.33, -3.04)
C (-6.30, -1.63, -2.49)
N (-5.46, -2.83, -2.72)
C (-6.07, -4.13, -2.80)
C (-6.24, -4.41, -4.33)
C (-4.08, -2.65, -2.36)
C (-3.21, -2.20, -3.54)
H (-4.75, -0.10, -2.59)
H (-6.48, 0.44, -2.91)
H (-5.56, -0.45, -4.11)
H (-6.69, -1.51, -1.48)
H (-7.30, -1.70, -2.93)
H (-5.52, -4.90, -2.25)
H (-7.05, -4.04, -2.33)
H (-6.78, -5.35, -4.33)
H (-6.84, -3.62, -4.79)
H (-5.30, -4.47, -4.86)
H (-3.71, -3.67, -2.23)
H (-3.89, -2.21, -1.38)
H (-2.28, -2.76, -3.65)
H (-3.07, -1.12, -3.50)
H (-3.84, -2.36, -4.41)
C (-0.67, 5.67, 3.50)
C (-0.86, 6.48, 2.21)
C (-0.17, 7.81, 2.05)
O (-1.25, 5.89, 1.22)
H (-1.48, 5.71, 4.22)
H (0.32, 5.94, 3.88)
H (-0.71, 4.61, 3.25)
H (-0.75, 8.60, 2.53)
H (-0.15, 8.15, 1.01)
H (0.87, 7.82, 2.34)

=====

(2)
Entry from OMol25: a molecular structure, C23H17ClF5N2O5PbSTe in a non-equilibrium geometry (the ωB97M-V functional and the def2-TZVPD basis).

Computed properties:
Maximum force: 4.66 eV/Å
Energy above the lowest of the compared OMol25 structures with the same formula, charge and spin: 19.7 kcal per mole
Charge: +1
Gap between HOMO and LUMO: 7.46 eV

Element x y z (Å)
Pb (0.15, -0.82, -0.88)
Cl (-4.99, -1.87, 5.02)
C (-4.03, -1.60, 3.63)
C (-4.64, -1.89, 2.35)
C (-3.90, -1.93, 1.22)
C (-2.48, -1.70, 1.25)
O (-1.71, -2.10, 0.39)
C (-1.97, -0.88, 2.46)
C (-0.50, -1.04, 2.68)
N (0.37, -0.52, 1.91)
C (1.69, -0.31, 2.29)
C (2.03, -0.12, 3.62)
C (3.31, 0.31, 3.99)
C (4.24, 0.60, 3.04)
C (3.94, 0.42, 1.67)
C (4.89, 0.67, 0.66)
C (4.57, 0.41, -0.64)
C (3.28, -0.04, -0.94)
N (2.37, -0.27, -0.02)
C (2.66, -0.06, 1.28)
C (-2.75, -1.19, 3.71)
H (-5.70, -2.11, 2.33)
H (-4.33, -2.22, 0.27)
H (-0.23, -1.59, 3.59)
H (1.30, -0.29, 4.39)
H (3.53, 0.43, 5.04)
H (5.21, 0.97, 3.31)
H (5.86, 1.07, 0.93)
H (5.27, 0.58, -1.45)
H (3.01, -0.22, -1.97)
H (-2.31, -0.92, 4.66)
C (2.90, 4.08, 4.18)
C (1.83, 3.36, 3.42)
C (1.86, 3.28, 2.03)
C (0.82, 2.69, 1.33)
C (-0.26, 2.18, 2.02)
C (-0.31, 2.23, 3.41)
C (0.74, 2.81, 4.10)
S (-1.65, 1.53, 1.14)
O (-2.33, 0.49, 2.17)
O (-2.65, 2.51, 0.95)
O (-1.24, 0.79, -0.05)
H (3.68, 4.44, 3.52)
H (3.34, 3.42, 4.93)
H (2.46, 4.92, 4.71)
H (2.68, 3.70, 1.48)
H (0.82, 2.66, 0.25)
H (-1.17, 1.84, 3.92)
H (0.71, 2.86, 5.18)
F (1.83, 3.99, -3.59)
Te (1.17, 2.33, -2.95)
F (0.01, 3.43, -1.91)
F (0.03, 2.41, -4.45)
F (2.60, 1.61, -4.00)
F (2.51, 2.61, -1.56)
O (0.66, 0.75, -2.35)

=====

(3)
Entry from OMol25: C10H13N5O4 in the gas phase in a non-equilibrium geometry (the ωB97M-V functional and the def2-TZVPD basis).

Computed properties:
Maximum force: 1.15 eV/Å
Energy above the lowest of the compared OMol25 structures with the same formula, charge and spin: 0.0 kcal per mole
Charge: 0
Gap between HOMO and LUMO: 8.69 eV

Element x y z (Å)
N (-1.93, 2.62, 1.26)
C (-1.47, 2.20, 0.06)
N (-0.57, 1.26, 0.04)
C (-0.14, 0.92, -1.20)
C (-0.56, 1.50, -2.40)
N (0.09, 0.90, -3.45)
C (0.86, 0.01, -2.91)
N (0.78, -0.02, -1.53)
C (1.50, -0.96, -0.70)
C (1.92, -0.36, 0.66)
C (1.57, -1.47, 1.67)
O (2.66, -2.31, 1.97)
C (0.44, -2.22, 0.95)
C (-0.95, -1.63, 1.28)
O (-1.24, -1.68, 2.65)
O (0.73, -2.11, -0.44)
C (-1.54, 2.55, -2.39)
O (-2.04, 3.19, -3.29)
N (-1.94, 2.82, -1.06)
H (-2.79, 3.14, 1.31)
H (-1.70, 2.04, 2.05)
H (1.51, -0.64, -3.45)
H (2.37, -1.28, -1.30)
H (2.98, -0.12, 0.69)
H (1.33, 0.53, 0.86)
H (1.24, -1.07, 2.63)
H (2.95, -2.74, 1.16)
H (0.45, -3.29, 1.20)
H (-1.70, -2.16, 0.69)
H (-0.96, -0.57, 1.00)
H (-1.22, -2.59, 2.95)
H (-2.62, 3.56, -0.97)

=====

(4)
Entry from OMol25: C8H10NP in the gas phase in a non-equilibrium geometry (the ωB97M-V functional and the def2-TZVPD basis).

Computed properties:
Maximum force: 4.59 eV/Å
Energy above the lowest of the compared OMol25 structures with the same formula, charge and spin: 2.6 kcal per mole
Charge: 0
Gap between HOMO and LUMO: 9.63 eV

Element x y z (Å)
C (1.27, -1.68, -0.11)
C (0.45, -0.70, 0.84)
C (1.41, 0.37, 1.35)
P (1.02, 1.98, 0.41)
C (-0.63, 1.32, 0.01)
C (-1.75, 1.98, -0.39)
C (-2.90, 1.36, -0.74)
C (-2.79, -0.10, -0.78)
N (-1.82, -0.77, -0.25)
C (-0.67, -0.05, 0.11)
H (1.92, -2.38, 0.33)
H (1.93, -0.94, -0.67)
H (0.53, -2.28, -0.74)
H (0.25, -1.32, 1.72)
H (1.25, 0.57, 2.40)
H (2.50, 0.09, 1.20)
H (1.47, 1.51, -0.95)
H (-1.80, 3.13, -0.19)
H (-3.76, 1.80, -1.27)
H (-3.75, -0.61, -1.06)

=====

(5)
Entry from OMol25: C4H7NO in the gas phase (the ωB97M-V functional and the def2-TZVPD basis).

Computed properties:
Maximum force: 0.50 eV/Å
Energy above the lowest of the compared OMol25 structures with the same formula, charge and spin: 39.1 kcal per mole
Charge: 0
Gap between HOMO and LUMO: 10.85 eV

Element x y z (Å)
C (-1.32, 1.47, 0.45)
C (-0.55, 0.41, -0.33)
O (-0.95, 0.04, -1.42)
C (0.72, -0.17, 0.23)
C (0.92, -1.64, 0.04)
N (1.72, -0.69, -0.69)
H (-1.25, 2.43, -0.06)
H (-0.98, 1.63, 1.48)
H (-2.37, 1.19, 0.48)
H (1.13, 0.30, 1.12)
H (0.13, -2.17, -0.49)
H (1.41, -2.21, 0.84)
H (1.39, -0.58, -1.65)

=====

(6)
Entry from OMol25: 2 unconnected molecules or ions with the total composition C2HF3NP in a non-equilibrium geometry (the ωB97M-V functional and the def2-TZVPD basis).

Computed properties:
Maximum force: 4.10 eV/Å
Energy above the lowest of the compared OMol25 structures with the same formula, charge and spin: 34.6 kcal per mole
Charge: 0
Gap between HOMO and LUMO: 9.15 eV

Element x y z (Å)
F (-1.66, -0.09, 1.24)
P (-1.37, -0.62, -0.29)
C (-0.07, -1.67, -0.09)
F (0.35, -2.45, -1.15)
F (0.56, -2.12, 1.01)
C (0.69, 2.33, -0.27)
N (0.26, 1.31, -0.54)
H (1.25, 3.30, 0.11)

=====

(7)
Entry from OMol25: a molecular structure, C30H27N4O10S2Ti in a non-equilibrium geometry (the ωB97M-V functional and the def2-TZVPD basis).

Computed properties:
Maximum force: 2.08 eV/Å
Energy above the lowest of the compared OMol25 structures with the same formula, charge and spin: 35.7 kcal per mole
Charge: -1
Gap between HOMO and LUMO (spin up / spin down): 4.87 / 4.86 eV

Element x y z (Å)
Ti (-0.33, 0.04, 0.12)
O (-2.56, -1.66, -2.89)
C (-2.19, -1.17, -1.67)
O (-0.93, -1.23, -1.34)
C (-3.06, -0.62, -0.78)
C (-4.49, -0.47, -0.83)
C (-5.12, 0.13, 0.20)
C (-4.38, 0.64, 1.32)
C (-3.03, 0.50, 1.32)
N (-2.36, -0.12, 0.32)
C (-2.06, 1.03, 2.34)
O (-2.42, 1.53, 3.39)
O (-0.83, 0.86, 1.97)
H (-1.84, -1.41, -3.50)
H (-5.02, -0.84, -1.69)
H (-6.20, 0.25, 0.18)
H (-4.85, 1.16, 2.14)
O (3.05, -0.25, -3.20)
S (1.71, 0.20, -2.95)
O (0.76, -0.56, -3.93)
O (1.25, 0.13, -1.60)
C (1.60, 1.91, -3.40)
C (2.65, 2.38, -4.17)
C (2.79, 3.74, -4.40)
C (1.89, 4.63, -3.84)
C (0.83, 4.16, -3.07)
C (0.66, 2.80, -2.85)
S (-0.90, 2.30, -2.06)
O (-1.70, 3.49, -2.05)
O (-1.34, 1.21, -2.89)
O (-0.53, 1.89, -0.68)
H (3.37, 1.68, -4.55)
H (3.62, 4.10, -5.01)
H (2.01, 5.69, -3.99)
H (0.09, 4.83, -2.66)
C (3.66, 1.68, 1.37)
C (4.03, 0.77, 2.36)
C (3.18, -0.26, 2.69)
C (1.96, -0.39, 2.01)
C (1.58, 0.48, 0.99)
C (2.45, 1.53, 0.70)
C (0.97, -1.40, 2.39)
C (0.94, -1.92, 3.71)
C (-0.05, -2.77, 4.08)
C (-0.99, -3.21, 3.11)
C (-1.99, -4.16, 3.42)
C (-2.85, -4.61, 2.45)
C (-2.71, -4.13, 1.13)
C (-1.75, -3.20, 0.81)
C (-0.88, -2.70, 1.80)
N (0.06, -1.74, 1.47)
H (4.32, 2.50, 1.12)
H (4.98, 0.88, 2.86)
H (3.47, -0.96, 3.46)
H (2.19, 2.24, -0.08)
H (1.67, -1.56, 4.43)
H (-0.13, -3.13, 5.10)
H (-2.07, -4.51, 4.44)
H (-3.62, -5.32, 2.69)
H (-3.37, -4.49, 0.36)
H (-1.65, -2.84, -0.19)
N (1.51, -2.98, -3.52)
C (0.76, -3.67, -2.45)
C (1.62, -4.06, -1.25)
N (2.38, -2.89, -0.83)
H (1.82, -3.64, -4.22)
H (2.36, -2.60, -3.09)
H (1.08, -1.55, -3.98)
H (0.24, -4.53, -2.87)
H (0.00, -2.98, -2.08)
H (2.33, -4.86, -1.51)
H (0.95, -4.45, -0.47)
H (1.73, -2.11, -0.71)
H (2.86, -3.03, 0.05)